The following is a DFT calculation (ωB97M-V with the def2-TZVPD basis set) of a structure of composition C25H70MgN7O10 at a distorted geometry.

Last column: Mulliken charge in e.
Positions of all 113 atoms, in Å:
Mg  -11.85428  -13.94132  9.82633  1.33
N  -8.88496  -14.03886  8.97069  -0.38
O  -8.42528  -12.95819  9.35761  -0.87
O  -10.03382  -14.41949  9.37739  0.12
O  -8.26541  -14.76673  8.17955  0.44
C  -9.02872  -14.99780  4.91695  -1.01
C  -10.08969  -16.04784  5.17311  -0.02
C  -9.49976  -17.46850  5.07936  -0.89
O  -10.48354  -18.39513  5.60789  -0.35
C  -9.98873  -19.71825  5.57838  -0.70
N  -10.59954  -15.84266  6.57402  -0.02
H  -9.54183  -14.04475  5.05384  0.17
H  -8.66005  -15.06132  3.89405  0.57
H  -8.24080  -15.03200  5.66497  -0.04
H  -10.96111  -16.20257  4.52856  0.48
H  -8.62647  -17.59538  5.73128  0.36
H  -9.32457  -17.80725  4.05541  0.56
H  -10.78362  -20.39487  5.87888  0.27
H  -9.20212  -19.88158  6.33160  0.27
H  -9.49148  -19.91367  4.62737  0.29
H  -11.15176  -16.69822  6.65986  0.41
H  -9.81107  -15.96804  7.20782  -0.70
C  -9.84879  -20.78733  12.66621  -1.23
C  -10.79856  -20.59628  11.48815  0.71
C  -10.07346  -20.04816  10.25953  -0.69
O  -9.91709  -18.64395  10.48587  -0.13
C  -9.24676  -17.93785  9.43348  -0.57
N  -11.41928  -21.91967  11.20080  -0.76
H  -9.15587  -19.94271  12.73579  0.29
H  -9.20600  -21.64657  12.46255  0.40
H  -10.34668  -20.85877  13.62921  0.33
H  -11.65850  -19.97842  11.76429  -0.04
H  -10.70661  -20.17845  9.37673  0.26
H  -9.08470  -20.50997  10.19869  0.27
H  -8.89473  -17.02526  9.91792  -0.19
H  -10.05372  -17.75856  8.71789  0.26
H  -8.35240  -18.44318  9.06042  0.49
H  -10.63181  -22.56638  11.08469  0.32
H  -11.73933  -21.90444  10.22864  0.26
C  -12.15582  -12.32222  6.02587  -1.65
C  -11.75469  -12.68232  7.42544  1.35
C  -12.01602  -11.51987  8.34038  -1.11
O  -11.64972  -11.95919  9.66291  0.32
C  -11.49520  -10.82904  10.52567  -0.68
N  -12.44439  -13.90580  7.91891  -0.37
H  -11.53577  -11.54024  5.58768  0.35
H  -13.20193  -12.02342  5.88778  0.48
H  -12.04905  -13.18827  5.36478  0.36
H  -10.65974  -12.71258  7.41757  -0.76
H  -13.07480  -11.23908  8.25679  0.41
H  -11.38943  -10.67409  8.06011  0.51
H  -10.73140  -10.14430  10.14442  0.27
H  -11.01395  -11.15511  11.44822  -0.02
H  -12.43510  -10.29458  10.64274  0.32
H  -12.09717  -14.72232  7.38868  0.25
H  -13.38236  -13.75718  7.54166  0.34
C  -5.27311  -13.42255  12.80786  -1.67
C  -6.77989  -13.47703  13.02772  0.57
C  -7.44004  -12.15369  12.64313  -0.40
O  -8.83419  -12.12260  12.83991  0.08
C  -9.32630  -11.97915  14.15423  -0.97
N  -7.30825  -14.57231  12.21172  -0.45
H  -4.85923  -14.41561  12.96041  0.41
H  -4.86303  -12.70008  13.51670  0.44
H  -5.04747  -13.13229  11.77893  0.27
H  -6.95906  -13.53133  14.10767  0.37
H  -7.33077  -11.96948  11.56879  -0.29
H  -6.91984  -11.28956  13.08254  0.44
H  -9.23564  -12.90928  14.73315  0.28
H  -10.40982  -11.84554  14.15795  0.30
H  -8.79181  -11.18733  14.67812  0.42
H  -8.29406  -14.66731  12.44561  0.17
H  -7.24029  -14.33088  11.22935  -0.03
C  -11.08184  -15.59220  13.68143  -1.34
C  -11.18179  -15.25359  12.18880  1.18
C  -12.10065  -16.20924  11.46934  -0.55
O  -12.23283  -15.85755  10.08240  1.08
C  -13.20615  -16.66690  9.44067  -1.06
N  -11.53422  -13.83536  11.88864  -0.31
H  -12.08228  -15.47155  14.10447  0.49
H  -10.37473  -14.95470  14.21323  0.19
H  -10.68198  -16.59388  13.83540  0.36
H  -10.16813  -15.38864  11.79675  -0.75
H  -13.06957  -16.11807  11.98957  0.43
H  -11.82919  -17.25994  11.57424  -0.08
H  -13.16738  -17.68872  9.82841  0.32
H  -12.92490  -16.80711  8.39550  0.20
H  -14.24167  -16.33001  9.50578  0.30
H  -10.74680  -13.34645  12.32398  -0.30
H  -12.35174  -13.58752  12.45250  0.32
C  -8.86249  -10.43149  7.52797  -0.50
C  -7.69340  -10.74464  6.57212  0.11
C  -6.37763  -10.53976  7.32775  -0.30
O  -5.32935  -10.95525  6.48374  -0.36
C  -4.22719  -11.50500  7.14085  -0.62
N  -7.84994  -12.14645  6.20646  -0.26
H  -9.83696  -10.50475  7.04219  0.10
H  -8.83955  -9.44853  8.01031  0.49
H  -8.86799  -11.11828  8.38187  -0.18
H  -7.72890  -10.12572  5.67551  0.46
H  -6.43631  -11.20569  8.20309  -0.17
H  -6.16326  -9.53834  7.71686  0.49
H  -3.41896  -11.84711  6.49342  0.28
H  -4.51396  -12.34021  7.78870  0.17
H  -3.70608  -10.74413  7.74307  0.31
H  -6.99152  -12.42002  5.72809  0.37
H  -7.84408  -12.68718  7.07191  -0.31
C  -5.24797  -16.22957  9.15173  -0.10
O  -5.47781  -15.92448  7.78459  -0.61
H  -5.81715  -15.56775  9.81527  -0.19
H  -5.72283  -17.19520  9.37963  0.20
H  -4.19802  -16.19117  9.41906  0.35
H  -6.37585  -15.58083  7.72834  0.24

Charge: +1
Orbital gap, Ha: 0.306
E_LUMO, Ha: -0.102